ORCA calculation (ωB97M-V/def2-TZVPD) on a structure of composition C22H24N2O7ScSi.

Last column: Löwdin charge in e.
Positions of all 57 atoms, in Å:
Sc1 0.131 -1.955 0.242  1.1447
C1 3.347 -2.940 -2.002  0.0272
C2 3.271 -2.997 -0.519  -0.3087
N1 2.203 -2.755 0.227  0.0748
C3 2.593 -2.923 1.547  -0.1075
C4 3.908 -3.267 1.587  -0.0473
N2 4.307 -3.310 0.275  0.2038
C5 4.912 -3.579 2.648  -0.4726
O1 4.503 -3.530 3.893  0.1658
O2 6.033 -3.851 2.304  0.1312
C6 1.601 -2.707 2.635  -0.5175
O3 1.911 -2.837 3.803  0.1141
O4 0.429 -2.368 2.182  -0.0933
H1 2.379 -2.670 -2.416  0.0833
H2 3.637 -3.908 -2.410  0.0984
H3 4.081 -2.200 -2.322  0.0977
H4 5.253 -3.549 0.008  0.1871
H5 3.542 -3.287 3.969  0.0843
C7 1.533 2.791 -0.154  -0.0791
C8 0.269 2.634 -1.020  -0.6071
C9 -0.524 3.944 -0.958  -0.0776
C10 0.677 2.326 -2.465  -0.0800
Si1 -0.626 1.166 -0.277  0.5375
O5 0.366 -0.112 -0.154  -0.3289
C11 -2.065 0.552 -1.442  -0.0133
C12 -2.304 -0.892 -1.604  -0.3369
C13 -3.501 -1.375 -2.295  0.0978
C14 -4.253 -0.506 -3.014  -0.0098
C15 -3.922 0.864 -2.967  0.0496
C16 -2.866 1.373 -2.216  -0.0343
C17 -1.553 1.463 1.305  -0.2170
C18 -1.155 0.805 2.472  -0.0772
C19 -1.842 0.988 3.664  -0.0558
C20 -2.941 1.834 3.707  -0.0613
C21 -3.352 2.497 2.557  -0.0686
C22 -2.665 2.311 1.369  -0.0950
H6 2.116 3.641 -0.519  0.0949
H7 2.164 1.903 -0.193  0.0783
H8 1.286 2.987 0.893  0.0899
H9 0.109 4.758 -1.324  0.0941
H10 -0.826 4.195 0.059  0.0824
H11 -1.417 3.938 -1.588  0.0641
H12 1.311 3.129 -2.851  0.0941
H13 -0.189 2.251 -3.129  0.0727
H14 1.243 1.395 -2.539  0.0808
H15 -1.557 -1.008 -2.450  0.2355
H16 -3.695 -2.439 -2.251  0.1531
H17 -5.111 -0.838 -3.582  0.1287
H18 -4.535 1.561 -3.528  0.1349
H19 -2.706 2.442 -2.221  0.1029
H20 -0.292 0.149 2.466  0.0876
H21 -1.516 0.472 4.558  0.1154
H22 -3.477 1.979 4.635  0.1116
H23 -4.208 3.159 2.590  0.1095
H24 -3.004 2.842 0.485  0.0980
O6 -1.120 -2.825 -1.116  -0.2252
O7 -1.894 -1.718 -0.553  -0.2115

E (Eh): -2539.09841
2S+1: 1
Relative energy (zero: lowest compared OMol25 entry of this formula, charge and spin) (kJ/mol): 3.38
Strongest force on any atom (Eh/bohr): 0.0066
E_LUMO (Eh): -0.2045
Highest occupied orbital energy (eV): -12.068
Kohn-Sham gap (eV): 6.503
Charge: +1